(1)
9
Properties=species:S:1:pos:R:3:forces:R:3 method="wB97M-V/def2-TZVPD" spin_multiplicity=1 de_lowest_kcal_mol=95.72 total_charge=0 max_force_ev_per_a=5.44 energy_ha=-681.30678
C 1.62920 -1.31577 -0.04175 -3.951 -0.135 0.392
C -0.32275 0.21612 -0.25201 3.827 3.723 -1.033
N 0.99328 0.00708 -0.05779 -1.222 0.016 -0.375
O 1.87465 0.93250 0.02411 0.045 0.660 -0.311
O 1.02307 -2.33684 0.03184 -0.223 -0.137 0.010
S -1.50800 -0.85460 0.04467 -2.680 -1.907 0.239
H 2.63660 -1.18933 -0.08761 3.226 0.472 -0.178
H -0.63887 1.28383 -0.62218 1.193 -2.121 1.131
H -2.40943 0.10322 -0.25653 -0.216 -0.571 0.124

(2)
11
Properties=species:S:1:pos:R:3:forces:R:3 method="wB97M-V/def2-TZVPD" spin_multiplicity=1 de_lowest_kcal_mol=107.03 total_charge=0 max_force_ev_per_a=4.60 energy_ha=-372.72977
C -0.66299 -0.59778 -0.19558 0.994 0.226 1.712
C -0.79290 0.87392 -0.20343 0.380 2.773 0.281
N 0.38325 -1.21249 0.18002 -0.694 -1.252 -0.886
N 2.97596 1.09067 0.51587 -0.694 0.037 -0.490
N 1.57785 -0.71135 0.51519 -1.092 -3.879 0.969
N 2.15850 0.30406 0.41521 2.304 3.982 -0.035
O -1.75979 -1.34636 -0.37622 -0.648 0.728 -0.569
H -1.89856 1.17862 -0.31805 1.982 -0.259 -0.356
H -0.01697 1.28764 -1.00500 -2.137 -0.543 1.383
H -0.42941 1.41499 0.81346 -0.752 -1.698 -2.142
H -1.53494 -2.28192 -0.34146 0.357 -0.114 0.133

(3)
17
Properties=species:S:1:pos:R:3:forces:R:3 method="wB97M-V/def2-TZVPD" spin_multiplicity=1 smiles="C=C(C)O.CC=O" de_lowest_kcal_mol=47.42 total_charge=0 max_force_ev_per_a=0.48 energy_ha=-346.94986
C 1.83775 0.14630 -0.83645 0.055 0.027 0.013
C 1.08027 -1.13724 -0.62745 0.219 -0.215 0.069
O 1.15579 -1.82048 0.37811 0.080 0.216 -0.418
C -1.13757 0.00522 0.60585 -0.184 0.223 -0.203
C -0.93144 1.40175 1.10365 -0.020 0.063 0.016
C -1.42371 -0.30046 -0.66681 -0.116 0.023 0.159
O -1.02215 -0.91612 1.59564 -0.013 -0.021 -0.038
H 1.46434 0.68325 -1.71259 0.055 -0.074 0.148
H 2.87923 -0.14000 -1.01627 -0.020 0.098 -0.015
H 1.81583 0.79752 0.04218 -0.024 -0.206 -0.076
H -0.03312 1.45799 1.72853 -0.122 -0.037 -0.113
H -1.78513 1.66999 1.73340 0.109 0.066 -0.007
H -0.85774 2.12021 0.28320 -0.066 -0.114 0.111
H -1.67546 -1.31418 -0.96431 0.074 0.122 0.109
H 0.50601 -1.48354 -1.50264 0.243 -0.170 0.031
H -1.43545 0.46683 -1.43493 -0.101 -0.056 0.197
H -0.43745 -1.63706 1.29089 -0.170 0.054 0.016

(4)
15
Properties=species:S:1:pos:R:3:forces:R:3 method="wB97M-V/def2-TZVPD" spin_multiplicity=2 de_lowest_kcal_mol=10.98 total_charge=-1 max_force_ev_per_a=0.99 energy_ha=-345.73052
O -0.68315 -2.24972 -0.39572 -0.161 -0.206 -0.091
C 0.29413 -1.66074 -0.01756 0.292 0.015 -0.003
C 0.33092 -0.68820 1.12409 0.351 0.467 -0.428
C 1.07854 0.63708 0.84615 0.802 -0.367 -0.446
C 0.86954 1.23822 -0.54288 -0.860 0.359 0.111
C -0.56556 1.61074 -0.83529 -0.549 0.327 -0.118
O -1.57864 1.08010 -0.23809 0.219 -0.283 0.161
H 1.28347 -1.92176 -0.47141 -0.066 0.233 0.026
H -0.69376 -0.47808 1.40694 -0.047 -0.151 0.281
H 0.95397 -1.21793 1.85626 -0.438 -0.074 0.459
H 0.92200 1.34650 1.66894 -0.442 -0.040 -0.298
H 2.15065 0.43166 0.88624 0.260 -0.196 0.187
H 1.42136 2.16776 -0.62638 0.496 0.128 0.021
H 1.32034 0.57193 -1.31762 -0.067 -0.292 0.178
H -0.73217 2.01912 -1.85100 0.207 0.081 -0.039

(5)
27
Properties=species:S:1:pos:R:3:forces:R:3 method="wB97M-V/def2-TZVPD" spin_multiplicity=1 de_lowest_kcal_mol=39.18 total_charge=-3 max_force_ev_per_a=2.40 energy_ha=-4086.85859
Zn -13.03883 -19.58662 6.89947 0.938 -0.685 1.422
N -9.69746 -20.29414 5.81042 1.456 -0.073 0.664
H -9.13073 -19.45185 5.73000 -0.219 0.174 0.152
H -9.63984 -20.61934 6.77920 -0.541 0.040 0.118
H -9.31638 -21.02059 5.21444 -0.338 -0.085 -0.086
H -10.72630 -20.04891 5.54441 -0.887 -0.043 -0.261
S -10.91597 -17.14379 8.01724 0.468 0.460 -0.865
O -11.86950 -18.29405 7.85407 -0.158 -0.062 0.257
O -9.78151 -17.56011 8.86318 -0.226 0.013 0.165
O -10.39529 -16.78121 6.66018 -0.197 -0.097 0.167
O -11.67097 -16.00895 8.60354 0.052 -0.043 0.048
S -12.40269 -22.50503 8.50641 0.183 -0.194 0.526
O -13.16288 -23.33747 7.56204 0.008 0.084 0.011
O -12.21181 -21.09821 7.96867 0.267 -0.201 -0.238
O -13.14011 -22.39348 9.79769 -0.119 0.090 -0.089
O -11.04139 -23.05977 8.74145 -0.107 0.065 -0.129
S -12.89718 -20.86533 4.57864 -2.158 -1.020 -0.233
O -13.95283 -20.93762 5.63978 -0.073 -0.200 -0.728
O -13.51983 -20.45703 3.31002 0.590 0.332 -0.011
O -12.03453 -19.73304 5.15553 1.048 0.453 -1.183
O -12.13245 -22.09637 4.44059 0.554 0.481 -0.071
O -14.70553 -19.80097 8.14894 -1.064 0.734 0.272
H -15.18312 -20.56110 8.49471 0.594 -0.455 -0.053
H -15.06263 -19.02550 8.58788 0.139 -0.013 0.204
O -14.05342 -17.85179 6.05017 -0.965 0.295 -0.150
H -14.47590 -17.23100 6.64862 0.337 0.137 0.145
H -13.86353 -17.36411 5.24553 0.418 -0.191 -0.054

(6)
14
Properties=species:S:1:pos:R:3:forces:R:3 method="wB97M-V/def2-TZVPD" spin_multiplicity=1 de_lowest_kcal_mol=137.00 total_charge=0 max_force_ev_per_a=2.15 energy_ha=-357.83155
C -1.44107 0.21546 -0.12484 1.969 0.280 -0.039
C -1.99087 -0.65050 0.86784 1.196 -0.851 1.028
C 2.23146 0.60292 -1.06183 -0.101 -0.056 -0.039
N 0.38240 -0.03516 0.16524 -1.781 -0.048 -1.201
O 1.33878 0.94855 0.00172 -0.467 -0.123 0.302
N 0.46459 -0.77648 1.24152 1.222 0.132 0.482
N -0.46007 -1.31735 1.75347 -1.829 0.471 -0.651
H -1.48690 -0.09528 -1.16391 -0.031 0.078 0.147
H -1.50931 1.28801 0.02476 -0.111 -0.059 -0.047
H -2.43321 -1.58830 0.54535 0.007 0.166 -0.027
H -2.48013 -0.20155 1.72457 -0.037 -0.022 -0.118
H 2.89616 1.45872 -1.16645 0.004 -0.047 0.040
H 1.68909 0.44646 -1.99864 -0.011 0.004 0.121
H 2.79908 -0.29549 -0.80880 -0.031 0.075 0.002